Here is 5 unconnected molecules or ions with the total composition C11H19FO19S4 in a non-equilibrium geometry from the Open Molecules 2025 dataset. Energies are from ωB97M-V/def2-TZVPD.

Geometry as XYZ:
```
54
Properties=species:S:1:pos:R:3:forces:R:3
O -1.83618 -1.56727 -2.35412 1.0747 2.5826 -0.8395
C -1.54119 -0.54603 -2.99469 -5.1379 -5.0633 4.3677
O -0.60077 -0.47956 -3.79889 4.0056 1.1182 -2.8186
C -0.82806 0.70429 -4.52651 1.8822 1.9350 -2.5918
C -1.77730 1.56955 -3.74899 1.6808 -2.6273 -1.0904
F -2.64018 2.15696 -4.55520 -1.3222 0.6792 -0.4270
O -2.36292 0.49103 -3.05655 -1.7156 2.2386 2.0828
H 0.04198 1.35532 -4.61196 0.6784 -0.9748 -0.3133
H -1.17499 0.45687 -5.52976 -0.1730 0.0047 0.1120
H -1.10445 2.31869 -3.33166 -1.1424 0.2162 1.6835
O 3.26403 -1.95767 4.26262 -1.5160 -1.1406 1.0647
S 2.12815 -2.84801 4.26855 -0.5952 -0.6736 -1.2181
O 1.69470 -3.23575 2.90953 0.3217 0.1554 3.3615
O 2.29446 -4.10811 5.32585 1.3559 0.0797 -3.0260
C 1.30955 -4.22559 6.33226 0.4485 -0.0794 0.3294
C 0.21171 -3.25279 5.86734 -0.0406 -1.2521 3.1469
O 0.89054 -2.27804 5.17944 0.7763 1.5554 -2.3891
H 0.93938 -5.24004 6.48049 0.0306 -0.1379 -0.7564
H 1.95084 -4.06039 7.19802 -0.9407 0.8519 0.6744
H -0.20708 -2.78275 6.75715 -0.0802 0.2317 -0.0986
H -0.61019 -3.82936 5.44290 0.2270 0.4407 -1.1182
O 1.25106 -0.14970 -6.26556 2.3999 -0.6611 1.5436
S 2.19666 -0.93387 -5.48532 1.4806 1.6902 1.7030
O 2.00891 -2.32299 -5.40597 0.1079 -0.9301 -0.5511
O 3.83993 -0.60412 -5.73572 -2.5082 -1.9840 -3.9501
C 4.44718 0.06218 -4.71579 -0.3868 1.8366 1.2391
C 3.72745 -0.50227 -3.54513 2.1594 -1.4978 2.2561
O 2.39491 -0.43640 -3.88144 -2.8547 0.9854 -1.5508
H 5.53466 0.09364 -4.78272 -0.1529 -0.8033 0.0406
H 4.10956 1.09523 -4.79903 0.2936 0.5257 0.2511
H 4.03822 -0.11937 -2.57306 -0.9319 1.3214 -0.0596
H 3.91500 -1.54163 -3.27558 0.5905 -0.5952 -0.9839
O -4.26827 1.41302 1.90454 0.1214 1.9318 0.0910
S -4.57312 2.70421 2.47494 -1.3564 -0.5210 0.6761
O -5.93035 2.86109 2.97909 2.4646 0.3724 -0.6661
O -3.43013 2.98012 3.60540 -1.4465 -0.8052 0.6032
C -2.50174 3.95379 3.28518 1.6753 0.8734 -1.5992
C -2.82183 4.34119 1.81195 1.0213 1.0157 0.9680
O -4.19354 4.05989 1.61056 -0.4048 -1.9218 0.3174
H -2.38476 4.80890 3.95091 -1.2565 0.0194 0.3325
H -1.47921 3.57629 3.28898 -0.1102 -0.7528 -0.0358
H -2.11679 3.82838 1.15771 -0.5588 -0.2438 -0.3335
H -2.69481 5.41941 1.71498 -0.1365 -0.0845 -0.3027
O -2.23626 1.42149 -0.27893 3.2071 -1.5345 2.6199
S -1.03565 0.89132 0.42275 0.6862 1.5918 -0.9546
O -0.26588 1.68582 1.41304 -2.7454 -1.4965 -1.2485
O -1.13234 -0.66126 0.84132 -2.1391 1.5599 -0.2260
C 0.00273 -1.41627 0.46760 0.6451 -0.7947 0.3750
C 0.74290 -0.61372 -0.58871 1.5166 1.1181 0.2751
O 0.08154 0.61377 -0.67893 -1.8865 1.5976 -1.2670
H 0.46160 -1.56277 1.44539 0.9510 -0.2385 -0.5695
H -0.23605 -2.37542 0.00814 -0.7470 0.0808 0.3784
H 0.79453 -0.98568 -1.61198 -0.1066 -0.6178 0.3536
H 1.71166 -0.22550 -0.27426 0.5905 -1.1778 0.1389
```
Positions in Å, forces in eV/Å.

The SMILES is O=C1OC[C@@H](F)O1.O=S1(=O)OCCO1.O=S1(=O)OCCO1.O=S1(=O)OCCO1.O=S1(=O)OCCO1. The calculation puts the HOMO-LUMO gap at 10.9 eV. The value obtained for the energy is -3552.474619 Eh. For the largest force on an atom, the calculation gives 8.4 eV/Å. As for the LUMO energy: 0.2 eV. The net charge is 0.

In elementary charge units, the Löwdin charges are:
1. O 0.129
2. C -0.644
3. O 0.140
4. C -0.083
5. C -0.325
6. F 0.122
7. O 0.163
8. H 0.131
9. H 0.152
10. H 0.178
11. O -0.229
12. S 0.739
13. O -0.268
14. O -0.212
15. C -0.166
16. C -0.204
17. O -0.181
18. H 0.129
19. H 0.132
20. H 0.137
21. H 0.137
22. O -0.225
23. S 0.759
24. O -0.193
25. O -0.188
26. C -0.219
27. C -0.252
28. O -0.203
29. H 0.149
30. H 0.132
31. H 0.140
32. H 0.135
33. O -0.234
34. S 0.710
35. O -0.246
36. O -0.179
37. C -0.200
38. C -0.177
39. O -0.176
40. H 0.125
41. H 0.118
42. H 0.106
43. H 0.131
44. O -0.240
45. S 0.725
46. O -0.265
47. O -0.180
48. C -0.143
49. C -0.163
50. O -0.233
51. H 0.115
52. H 0.140
53. H 0.117
54. H 0.135